No. 1
DFT (ωB97M-V/def2-TZVPD) results for a molecular structure, C37H33B2FeN3O6S2.

Structure (XYZ):
```
84
Properties=species:S:1:pos:R:3:forces:R:3
Fe 0.83765 1.97863 -0.34155 -0.60 -0.40 -0.16
S 3.34677 1.10830 -1.62208 0.01 0.04 0.00
C 2.82790 0.33173 -3.04381 0.11 0.05 -0.08
C 3.73361 0.20764 -4.14267 -0.04 0.02 0.10
C 3.34419 -0.32782 -5.33363 -0.04 -0.02 -0.07
C 2.02275 -0.78038 -5.49493 0.06 0.04 0.04
C 1.19353 -0.68227 -4.41210 0.03 -0.07 0.03
N 1.57560 -0.17366 -3.22624 -0.09 0.02 0.10
H 4.73542 0.58202 -3.98742 0.00 0.00 -0.01
H 4.05076 -0.39112 -6.15443 0.00 -0.01 0.00
H 1.66120 -1.19914 -6.42304 0.01 0.00 -0.01
H 0.16964 -1.02910 -4.43560 0.00 0.00 0.01
C -1.92771 -4.07801 4.51947 0.00 -0.02 0.00
C -1.93015 -2.94432 3.52789 0.02 0.03 0.00
C -3.10799 -2.52525 2.92027 -0.02 0.00 -0.01
C -3.10805 -1.47288 2.01314 0.03 -0.02 0.04
C -1.92307 -0.82148 1.70813 -0.06 0.01 0.09
C -0.74023 -1.22444 2.31086 -0.01 -0.01 0.01
C -0.74982 -2.27625 3.21156 -0.01 -0.01 0.01
S -1.93037 0.43254 0.39379 0.06 -0.13 -0.15
O -3.30595 1.01185 0.49593 0.03 -0.01 -0.01
O 0.03857 1.23933 -1.87805 0.34 0.14 0.07
N -0.74681 1.42332 0.90863 -0.29 0.24 0.13
C -0.91725 2.20802 2.05131 0.33 -0.20 -0.15
C -1.95333 2.15533 2.98045 -0.09 0.00 0.05
C -1.96822 3.05239 4.04716 0.05 0.02 0.01
C -0.97490 4.00188 4.19952 -0.07 -0.02 0.01
C 0.09091 4.07363 3.28358 0.02 0.03 0.01
C 1.13676 5.04344 3.37052 -0.01 -0.03 -0.01
C 2.17656 4.96908 2.43482 0.04 -0.01 0.04
C 2.17684 4.00563 1.46125 0.07 -0.13 0.09
N 1.17016 3.07928 1.30487 0.34 0.25 -0.15
C 0.12255 3.14087 2.22569 0.05 0.02 -0.03
H -2.82186 -4.69446 4.41369 -0.01 0.00 0.00
H -1.89941 -3.70809 5.54805 0.00 0.01 0.01
H -1.05610 -4.72095 4.38065 0.00 0.00 -0.01
H -4.03890 -3.03203 3.15764 0.00 -0.01 -0.01
H -4.02235 -1.13485 1.54156 -0.01 0.01 -0.01
H 0.17749 -0.70413 2.06601 0.01 0.00 -0.02
H 0.18092 -2.59224 3.67199 0.01 0.00 0.01
H -2.76588 1.45673 2.84641 0.01 0.02 -0.01
H -2.78547 3.00722 4.75949 -0.01 0.01 0.00
H -1.00435 4.71032 5.02123 -0.01 0.00 0.00
H 1.11338 5.79856 4.14596 0.01 0.00 0.01
H 3.00875 5.66304 2.46819 0.02 -0.01 0.02
H 3.00842 3.91555 0.77829 0.00 0.02 -0.05
O 2.58017 4.35120 -1.56605 0.09 -0.26 -0.04
B 1.38506 3.64552 -1.32814 -0.74 0.67 0.29
O 0.30023 4.53905 -1.58654 0.20 -0.13 -0.05
C 0.84966 5.74337 -1.86814 -0.09 0.04 -0.07
C 0.22602 6.94318 -2.12810 0.05 0.04 0.00
C 1.04858 8.04687 -2.37065 0.00 -0.03 0.00
C 2.43382 7.93416 -2.35345 -0.01 -0.03 0.01
C 3.05589 6.70933 -2.09317 -0.03 0.07 -0.02
C 2.23395 5.63347 -1.85357 0.11 -0.04 -0.06
H -0.85253 7.01889 -2.12499 -0.01 0.00 -0.01
H 0.59571 9.01045 -2.56970 0.00 0.01 0.00
H 3.04291 8.81085 -2.53643 0.00 0.00 -0.01
H 4.13216 6.60515 -2.06666 0.01 -0.01 -0.01
C -1.95296 -6.12033 -1.96193 0.01 0.00 -0.02
C -1.34672 -5.73136 -0.60761 -0.01 0.03 0.01
C -2.48868 -5.54641 0.40445 0.00 -0.02 0.01
C -0.45928 -6.89087 -0.14345 -0.01 -0.03 -0.01
C -0.56465 -4.41957 -0.69973 0.03 0.00 0.01
C 0.49127 -4.15356 0.15976 0.01 0.01 -0.02
C 1.14062 -2.90969 0.17953 -0.03 -0.02 0.02
C 0.70007 -1.93039 -0.67676 -0.05 0.00 -0.04
O 1.11321 -0.66765 -0.79207 0.06 -0.12 -0.02
B 0.42204 -0.06414 -2.01191 0.31 -0.25 0.36
O -0.59538 -1.12429 -2.34172 -0.12 0.22 -0.38
C -0.33826 -2.19587 -1.58341 0.01 -0.01 0.04
C -0.97662 -3.41445 -1.59844 -0.04 0.02 0.04
H -2.36595 -7.13153 -1.90679 -0.02 0.00 0.00
H -1.20069 -6.09480 -2.75253 0.02 -0.02 0.00
H -2.76331 -5.45033 -2.24937 0.00 0.02 0.00
H -3.16321 -6.40997 0.39968 0.01 -0.03 0.02
H -3.06551 -4.65036 0.17111 -0.02 0.00 -0.02
H -2.08963 -5.41962 1.41306 0.00 0.04 0.00
H -1.02306 -7.82773 -0.17988 -0.01 0.00 0.02
H -0.11824 -6.75404 0.88266 0.01 0.01 0.01
H 0.42086 -6.99144 -0.78155 0.00 -0.01 -0.02
H 0.82744 -4.91001 0.85710 -0.01 0.00 0.02
H 1.94502 -2.70654 0.87543 0.01 0.00 0.00
H -1.80212 -3.56005 -2.28247 -0.01 -0.01 -0.02
```
Forces are in eV/Å.

Results
Highest occupied orbital energy (alpha / beta) (eV): 0.225 / -1.824
Net charge: -2
Multiplicity: 5

Mulliken atomic charge list, values in e, 6 entries: number 1, Fe, carries 0.05; number 2, S, carries -0.48; number 3, C, carries 0.68; number 4, C, carries -0.98; number 5, C, carries 0.04; number 6, C, carries -1.00

=====

No. 2
DFT (ωB97M-V/def2-TZVPD) results for 3 unconnected molecules or ions with the total composition C37H33BrFN5O9P.

Structure (XYZ):
```
87
Properties=species:S:1:pos:R:3:forces:R:3
C 1.54958 3.32946 -3.20145 0.69 0.03 0.15
C 2.21541 1.98588 -3.55119 -1.13 -0.15 -0.31
C 2.09685 0.93905 -2.44830 0.99 0.26 0.06
O 0.82580 0.92862 -1.80841 -0.11 0.19 -0.06
C -0.18762 0.55895 -2.65473 -0.18 -0.77 -0.46
N -1.43947 0.49563 -1.80693 0.89 2.00 -0.08
C -2.41421 1.35146 -2.14755 0.48 -0.38 -0.44
N -2.90719 2.28142 -1.26935 -0.38 -0.31 -0.48
N -2.91739 1.33150 -3.41582 -0.77 -1.10 1.11
C -3.04932 0.02361 -4.13021 -0.10 0.76 -0.63
C -2.25936 0.08917 -5.43848 0.18 -0.10 0.19
O -1.08183 0.02143 -5.47699 0.21 -0.04 -0.15
Br -3.32965 0.32468 -7.00422 -0.10 0.02 -0.04
C -4.13773 2.14641 -3.54396 0.17 0.42 -0.65
O -5.16877 1.78903 -3.07974 -0.25 -0.18 0.16
N -3.98135 3.32603 -4.26379 0.73 0.04 1.02
C -2.68203 3.84374 -4.47338 -0.29 -0.29 -0.28
O -2.30526 4.87720 -4.07175 0.28 0.60 0.15
F -1.94828 3.04051 -5.23016 0.02 -0.14 -0.08
P -1.28540 0.30065 -0.00587 -0.95 -0.53 0.51
N -0.17344 -0.96929 0.00790 -0.40 0.06 -0.14
O -0.37943 1.53933 0.50181 0.15 0.13 0.02
H 2.30971 4.10275 -3.12639 -0.04 0.19 -0.03
H 1.05902 3.29777 -2.23172 -0.18 -0.06 0.05
H 0.84160 3.63700 -3.96485 -0.12 0.07 -0.03
H 1.70072 1.59208 -4.43075 0.15 -0.08 -0.18
H 3.25208 2.10990 -3.84310 0.18 -0.08 0.12
H 2.82498 1.15181 -1.66948 -0.14 0.02 0.25
H 2.35179 -0.05252 -2.82754 -0.17 -0.14 -0.07
H -0.35886 1.27851 -3.45877 -0.12 0.13 0.03
H -0.00132 -0.40072 -3.13887 0.03 -0.23 0.15
H -3.81518 2.13567 -0.85480 -0.21 0.37 -0.21
H -2.32866 3.04362 -0.95946 0.31 -0.36 0.49
H -2.68295 -0.79159 -3.52047 0.17 -0.03 0.18
H -4.09902 -0.10368 -4.37051 -0.12 -0.18 0.22
H -4.52343 4.05953 -3.81257 -0.44 -0.04 -0.43
H -0.73352 -1.81741 -0.00172 0.24 -0.23 0.10
H 0.34650 -0.94264 0.87934 0.24 -0.03 -0.10
H -0.88643 1.99008 1.19078 0.15 0.09 0.02
C -5.92748 1.09191 1.22333 0.04 0.05 0.09
C -6.67623 1.93312 2.04183 0.04 0.00 -0.04
C -6.70375 1.72395 3.40994 -0.03 0.08 -0.08
C -5.99104 0.66826 3.96493 0.04 -0.07 -0.01
C -5.25695 -0.18559 3.14290 -0.01 -0.02 0.11
C -5.22186 0.03485 1.77364 -0.01 0.11 -0.29
C -4.51218 -1.35013 3.70567 0.09 -0.08 -0.04
O -3.86195 -2.07544 2.97981 0.03 0.04 0.00
C -4.59311 -1.58598 5.17144 -0.07 0.08 -0.01
C -3.95330 -2.69251 5.71507 0.04 -0.07 0.07
C -4.00819 -2.92061 7.07903 -0.02 0.03 0.03
C -4.69548 -2.04053 7.90775 0.02 -0.03 -0.03
C -5.33851 -0.93769 7.37221 0.01 -0.05 0.10
C -5.29710 -0.70953 6.00358 0.02 -0.01 -0.13
C -6.01970 0.46774 5.44564 -0.05 0.04 0.09
O -6.61550 1.24138 6.16080 0.00 0.01 0.00
H -5.90851 1.25812 0.15141 -0.09 -0.04 -0.02
H -7.23994 2.74970 1.61070 -0.01 0.01 0.00
H -7.27904 2.37276 4.05525 0.02 -0.03 0.08
H -4.64342 -0.62738 1.14420 0.02 -0.08 0.08
H -3.41893 -3.37113 5.06552 -0.01 0.04 -0.07
H -3.51420 -3.78553 7.50033 0.01 -0.01 0.01
H -4.73172 -2.21862 8.97381 0.00 -0.01 0.01
H -5.87797 -0.25140 8.00945 -0.04 0.05 -0.05
C 10.35999 -0.64914 -0.91049 -0.02 0.02 -0.03
C 9.58181 0.01819 -1.85012 0.02 -0.02 0.03
C 8.20916 -0.15733 -1.86660 0.07 0.06 -0.05
C 7.60819 -1.00932 -0.94874 -0.02 -0.08 0.07
C 8.39298 -1.69420 -0.01721 -0.11 0.00 -0.03
C 9.76786 -1.50362 0.00344 0.11 0.03 -0.03
C 7.77972 -2.64555 0.95227 0.09 -0.03 0.06
O 8.45501 -3.23575 1.76583 -0.01 -0.01 0.01
C 6.30341 -2.85554 0.88654 -0.01 0.06 -0.08
C 5.71408 -3.77542 1.74377 -0.09 -0.07 0.06
C 4.34552 -3.97638 1.70632 -0.03 0.02 -0.01
C 3.55806 -3.25272 0.81689 0.04 0.01 0.03
C 4.14058 -2.33745 -0.04188 -0.11 -0.05 0.03
C 5.51573 -2.14036 -0.01679 0.10 -0.01 0.03
C 6.12941 -1.17262 -0.97066 -0.05 0.06 -0.07
O 5.43787 -0.54036 -1.74414 -0.07 0.05 -0.02
H 11.43168 -0.50438 -0.89517 0.01 0.00 0.00
H 10.04902 0.67706 -2.56944 0.01 0.01 0.00
H 7.59716 0.36144 -2.59065 -0.07 -0.02 0.02
H 10.36595 -2.02970 0.73394 -0.06 -0.05 0.03
H 6.33380 -4.33065 2.43360 0.08 0.04 -0.01
H 3.88925 -4.69753 2.37100 -0.01 -0.01 0.01
H 2.48733 -3.40869 0.79240 -0.01 -0.03 -0.01
H 3.53554 -1.77433 -0.73893 0.06 0.04 -0.05
```
Forces are in eV/Å.

Results
Highest occupied orbital energy (eV): -11.297
Net charge: +1

Mulliken atomic charge list, values in e, 6 entries: number 1, C, carries -0.92; number 2, C, carries -0.65; number 3, C, carries -0.63; number 4, O, carries -0.12; number 5, C, carries -0.75; number 6, N, carries 0.64

=====

No. 3
DFT (ωB97M-V/def2-TZVPD) results for a molecular structure, C37H33ClN3O4P2Pd.

Structure (XYZ):
```
81
Properties=species:S:1:pos:R:3:forces:R:3
Pd -0.78187 -0.30316 -0.79766 0.55 0.01 -0.53
O -1.55407 5.29866 2.01836 -0.04 -0.03 -0.22
C -2.01128 5.28747 0.77547 -0.14 -0.12 0.20
O -2.59936 6.22100 0.30503 0.05 0.03 -0.14
C -1.79904 4.03449 -0.03812 0.21 0.04 0.18
C -2.13056 3.94245 -1.37573 -0.09 0.03 -0.18
Cl -2.70984 5.12387 -2.43669 -0.04 -0.04 -0.04
N -1.83396 2.69316 -1.80269 0.08 -0.17 -0.46
N -1.27852 1.97109 -0.81966 -0.30 -0.03 0.16
C -1.26358 2.75306 0.25214 0.13 -0.23 0.37
C -0.83907 2.16185 1.58186 -0.15 -0.39 -0.27
O -0.72432 2.87465 2.55715 -0.01 0.16 0.20
O -0.63019 0.86648 1.60404 0.16 0.46 -0.16
C -2.08589 2.06322 -3.07371 0.00 0.15 0.28
C -1.09804 1.26616 -3.62369 0.06 0.00 -0.12
C -1.34812 0.58237 -4.80319 -0.04 -0.05 -0.06
C -2.57857 0.70852 -5.43461 0.04 0.01 0.06
C -3.55775 1.51674 -4.87358 -0.03 0.00 -0.04
C -3.32218 2.18931 -3.68431 -0.10 0.00 0.00
H -1.18323 4.42055 2.27028 0.12 -0.03 0.13
H -0.13549 1.19136 -3.14356 0.08 -0.01 0.06
H -0.57480 -0.04246 -5.23314 -0.03 0.04 0.00
H -2.77323 0.18134 -6.35953 0.01 0.02 0.02
H -4.52182 1.61932 -5.35512 0.03 -0.01 0.00
H -4.10680 2.78272 -3.23464 0.07 0.04 0.01
C -0.44099 -1.70451 2.35278 0.16 0.00 -0.15
C 0.77153 -1.81707 1.41549 -0.13 -0.15 0.13
P 0.28694 -2.37023 -0.26618 0.15 0.40 -0.09
C -0.42181 -4.02506 -0.01300 -0.17 0.02 -0.16
C -0.24250 -4.80911 1.12483 0.03 -0.09 0.02
C -0.81987 -6.07288 1.20267 0.00 0.07 -0.06
C -1.57713 -6.56266 0.14592 0.02 0.03 0.04
C -1.74871 -5.79345 -0.99828 0.03 -0.01 0.01
C -1.17552 -4.53417 -1.07237 -0.04 -0.04 -0.07
C 1.80570 -2.72977 -1.20233 0.15 -0.17 0.03
C 2.02316 -2.11061 -2.43324 0.04 -0.08 0.01
C 3.14047 -2.43199 -3.19703 -0.05 0.02 0.06
C 4.04198 -3.38124 -2.73914 0.01 0.00 -0.04
C 3.82838 -4.01719 -1.52262 -0.04 0.03 0.05
C 2.71362 -3.69790 -0.76391 0.02 0.09 0.12
P -1.89502 -0.63489 2.05964 -0.44 -0.03 -0.15
C -3.20365 -1.57337 2.95324 -0.04 0.01 0.15
C -4.11540 -0.86226 3.72947 0.04 -0.04 0.03
C -5.19508 -1.51270 4.31217 0.00 -0.02 0.00
C -5.37053 -2.87500 4.11965 0.03 0.00 0.00
C -4.46414 -3.59243 3.34708 0.05 0.06 -0.01
C -3.37995 -2.94898 2.76619 -0.09 0.03 0.02
C -2.75288 -0.50687 0.43905 -0.32 -0.03 0.35
C -3.60659 0.61851 0.34328 0.22 -0.05 0.12
C -4.46753 0.76401 -0.71320 -0.10 -0.07 -0.21
C -4.52038 -0.21261 -1.71889 -0.13 0.18 0.05
C -3.75298 -1.34547 -1.61442 0.21 -0.12 0.04
C -2.87263 -1.51752 -0.52887 -0.40 0.12 0.13
H -0.09540 -1.29822 3.30860 0.00 0.00 0.05
H -0.85064 -2.68439 2.57697 0.02 -0.10 0.00
H 1.50131 -2.48280 1.88198 0.02 -0.04 -0.01
H 1.24792 -0.84611 1.30752 0.03 0.06 -0.01
H 0.36297 -4.46143 1.95473 -0.04 0.02 -0.04
H -0.67013 -6.67567 2.08927 -0.01 0.01 -0.01
H -2.02887 -7.54467 0.21101 0.03 0.03 0.01
H -2.32536 -6.17396 -1.83234 0.02 0.01 0.04
H -1.30769 -3.93805 -1.97159 0.00 0.00 0.05
H 1.30383 -1.38819 -2.79952 -0.04 0.03 -0.02
H 3.30229 -1.94703 -4.15141 -0.02 -0.01 0.02
H 4.90863 -3.63701 -3.33514 -0.02 0.02 0.01
H 4.52867 -4.76398 -1.16856 -0.05 0.03 -0.02
H 2.54872 -4.20846 0.17936 -0.01 0.00 -0.04
H -3.97870 0.20173 3.89032 0.00 -0.03 -0.02
H -5.89701 -0.95442 4.91821 0.02 -0.01 -0.01
H -6.21135 -3.38188 4.57621 0.02 0.01 -0.02
H -4.60131 -4.65637 3.19462 0.01 0.05 0.01
H -2.69674 -3.52998 2.15341 -0.01 0.04 0.00
H -3.58504 1.37793 1.11718 0.01 -0.01 0.02
H -5.11445 1.63207 -0.76108 0.02 -0.03 -0.01
H -5.19716 -0.09319 -2.55631 0.02 0.00 0.06
H -3.84462 -2.13745 -2.34869 0.02 0.03 0.04
H -2.46186 -2.49685 -0.35521 0.16 -0.05 -0.04
N 1.41699 0.68783 -0.92325 -0.02 -0.13 0.02
H 1.51663 1.15685 -0.02852 -0.02 0.02 0.03
H 1.56010 1.39259 -1.63863 -0.03 0.03 -0.01
H 2.17856 0.02177 -1.00866 0.04 0.02 0.00
```
Forces are in eV/Å.

Results
Highest occupied orbital energy (alpha / beta) (eV): -10.324 / -11.515
Net charge: +1
Multiplicity: 3

Mulliken atomic charge list, values in e, 6 entries: number 1, Pd, carries 0.17; number 2, O, carries -0.55; number 3, C, carries 0.44; number 4, O, carries -0.56; number 5, C, carries -0.02; number 6, C, carries 0.14